[1]
A cluster of 12 separate species, C71H156N12O15 in total in a non-equilibrium geometry, computed with ωB97M-V/def2-TZVPD.

Geometry as XYZ:
```
254
Properties=species:S:1:pos:R:3
C 2.800 -9.092 1.281
C 1.770 -8.574 0.255
C 2.315 -7.913 -1.057
N 1.393 -7.860 -2.278
C 0.227 -6.881 -1.898
C 2.204 -7.403 -3.522
C 1.608 -8.202 -4.750
C 0.479 -9.032 -4.157
C 0.972 -9.282 -2.689
H 2.376 -9.392 2.240
H 3.595 -8.356 1.395
H 3.316 -9.964 0.880
H 0.974 -7.977 0.699
H 1.196 -9.471 0.020
H 3.162 -8.483 -1.439
H 2.715 -6.917 -0.865
H -0.316 -7.348 -1.076
H -0.408 -6.612 -2.742
H 0.699 -5.990 -1.483
H 2.131 -6.320 -3.624
H 3.269 -7.621 -3.442
H 1.248 -7.425 -5.424
H 2.245 -8.899 -5.294
H -0.517 -8.626 -4.335
H 0.478 -9.978 -4.698
H 0.234 -9.720 -2.017
H 1.876 -9.891 -2.676
C -1.494 -3.907 0.435
C -1.636 -2.454 0.913
C -0.427 -1.680 0.441
N -0.319 -0.157 0.725
C -0.392 0.114 2.236
C -1.291 0.785 -0.081
C -0.637 2.184 -0.122
C 0.852 1.931 -0.024
C 0.999 0.384 0.087
H -0.804 -4.527 1.007
H -1.200 -4.215 -0.569
H -2.500 -4.203 0.732
H -1.806 -2.399 1.988
H -2.526 -2.032 0.446
H -0.223 -1.657 -0.630
H 0.490 -2.091 0.862
H 0.615 -0.198 2.514
H -1.248 -0.350 2.727
H -0.472 1.187 2.410
H -2.219 0.699 0.484
H -1.341 0.267 -1.039
H -1.031 2.787 0.696
H -0.919 2.645 -1.069
H 1.317 2.460 0.808
H 1.437 2.261 -0.882
H 1.927 0.145 0.607
H 1.016 0.012 -0.937
C -2.829 5.484 -1.942
C -4.391 5.579 -1.803
C -5.034 4.198 -1.372
C -6.526 4.345 -1.107
N -7.116 2.977 -0.533
C -8.637 3.098 -0.235
C -9.058 2.059 0.772
C -7.831 2.149 1.725
C -6.630 2.553 0.919
C -6.830 1.778 -1.569
C -7.177 2.199 -3.077
C -7.225 1.033 -4.035
H -2.241 5.150 -1.087
H -2.373 6.465 -2.073
H -2.572 4.934 -2.847
H -4.883 5.916 -2.715
H -4.568 6.310 -1.014
H -4.475 3.836 -0.509
H -4.850 3.513 -2.201
H -7.068 4.505 -2.039
H -6.761 5.064 -0.322
H -9.137 3.038 -1.202
H -8.836 4.110 0.118
H -9.264 1.145 0.216
H -10.017 2.335 1.208
H -7.727 1.206 2.262
H -7.874 2.979 2.429
H -5.881 1.765 0.830
H -6.149 3.464 1.274
H -7.391 0.931 -1.174
H -5.766 1.541 -1.599
H -6.528 3.002 -3.426
H -8.159 2.673 -3.098
H -6.301 0.455 -4.037
H -7.391 1.404 -5.047
H -8.033 0.353 -3.766
C 1.817 1.934 -6.932
C 1.682 0.840 -5.942
C 0.440 -0.029 -6.050
C 0.454 -1.170 -4.930
N -0.745 -2.159 -5.160
C -0.514 -3.346 -4.179
C -1.044 -4.585 -4.809
C -1.206 -4.242 -6.261
C -0.583 -2.899 -6.531
C -2.142 -1.552 -5.066
C -2.469 -1.177 -3.624
C -3.831 -0.603 -3.513
H 1.575 1.634 -7.951
H 2.728 2.525 -6.833
H 1.081 2.693 -6.665
H 1.642 1.149 -4.897
H 2.537 0.180 -6.089
H 0.573 -0.464 -7.040
H -0.472 0.566 -6.093
H 0.239 -0.804 -3.926
H 1.396 -1.714 -5.001
H -0.764 -3.047 -3.161
H 0.558 -3.408 -3.989
H -1.974 -4.882 -4.324
H -0.282 -5.352 -4.675
H -2.266 -4.118 -6.481
H -0.775 -4.961 -6.958
H -1.105 -2.258 -7.241
H 0.503 -2.964 -6.601
H -2.777 -2.276 -5.576
H -2.090 -0.697 -5.741
H -1.689 -0.528 -3.228
H -2.494 -2.103 -3.050
H -4.107 -0.527 -2.461
H -4.571 -1.182 -4.065
H -3.903 0.446 -3.797
C 2.817 -2.868 4.178
C 2.841 -2.199 2.854
C 3.955 -1.090 2.624
C 3.825 0.130 3.470
N 5.134 0.898 3.723
C 6.196 -0.081 4.192
C 6.902 0.709 5.298
C 5.711 1.412 6.041
C 4.950 1.933 4.880
C 5.610 1.613 2.451
C 4.637 2.618 1.862
C 5.185 3.259 0.654
H 3.818 -3.263 4.353
H 1.938 -3.508 4.249
H 2.752 -2.085 4.934
H 1.879 -1.891 2.444
H 3.138 -2.990 2.165
H 3.923 -0.781 1.580
H 4.920 -1.589 2.712
H 3.550 -0.052 4.508
H 3.165 0.941 3.162
H 6.862 -0.197 3.336
H 5.855 -1.044 4.570
H 7.655 1.428 4.974
H 7.423 -0.007 5.933
H 6.030 2.237 6.679
H 5.068 0.811 6.684
H 5.095 2.985 4.634
H 3.890 1.887 5.130
H 5.898 0.890 1.687
H 6.489 2.184 2.749
H 4.349 3.406 2.558
H 3.882 1.970 1.417
H 5.888 3.991 1.050
H 4.413 3.649 -0.010
H 5.758 2.519 0.096
C 6.579 4.592 -5.198
C 5.383 4.189 -4.430
C 4.104 4.927 -4.826
C 3.131 5.010 -3.666
N 2.080 6.210 -3.657
C 1.258 6.025 -4.951
C 1.833 6.955 -6.009
C 2.490 8.100 -5.205
C 2.679 7.610 -3.736
C 1.214 6.123 -2.361
C 1.883 6.237 -1.012
C 0.952 6.945 -0.048
H 6.530 4.029 -6.130
H 7.502 4.246 -4.734
H 6.538 5.667 -5.372
H 5.601 4.299 -3.368
H 5.301 3.102 -4.443
H 3.607 4.546 -5.718
H 4.409 5.899 -5.214
H 3.640 5.221 -2.725
H 2.562 4.081 -3.702
H 0.245 6.292 -4.649
H 1.081 5.045 -5.394
H 1.066 7.204 -6.743
H 2.702 6.520 -6.502
H 1.692 8.843 -5.204
H 3.370 8.495 -5.713
H 2.090 8.220 -3.052
H 3.719 7.553 -3.415
H 0.690 5.171 -2.442
H 0.393 6.817 -2.540
H 2.875 6.686 -1.052
H 1.970 5.196 -0.703
H -0.089 6.735 -0.294
H 1.175 7.978 -0.316
H 1.274 6.814 0.985
C -3.184 -3.245 4.807
C -2.848 -2.042 5.701
C -1.745 -2.223 6.777
C -0.913 -0.905 7.072
N 0.072 -0.883 8.302
C 0.908 -2.209 8.269
C 0.206 -3.135 9.243
C -0.123 -2.201 10.370
C -0.715 -0.938 9.628
C 1.017 0.340 8.246
C 0.312 1.703 8.123
C 1.100 2.768 8.787
H -2.274 -3.844 4.760
H -3.536 -2.886 3.840
H -3.945 -3.922 5.193
H -3.802 -1.815 6.175
H -2.706 -1.068 5.234
H -1.047 -2.974 6.407
H -2.296 -2.546 7.660
H -1.634 -0.096 7.189
H -0.271 -0.731 6.208
H 1.915 -1.991 8.626
H 0.967 -2.565 7.240
H 0.934 -3.883 9.558
H -0.606 -3.694 8.778
H 0.802 -1.957 10.893
H -0.754 -2.728 11.086
H -0.599 0.076 10.011
H -1.788 -1.052 9.470
H 1.641 0.133 7.376
H 1.487 0.169 9.215
H -0.692 1.742 8.548
H 0.088 1.880 7.071
H 0.592 3.727 8.687
H 2.126 2.831 8.426
H 1.159 2.537 9.851
N -3.028 -7.117 -1.769
O -3.361 -6.385 -2.667
O -2.583 -8.192 -2.039
O -3.034 -6.744 -0.597
N 2.171 -3.283 -1.102
O 1.109 -3.394 -1.647
O 2.574 -2.182 -0.797
O 2.766 -4.300 -0.767
N -5.088 -0.765 1.178
O -4.229 -0.825 2.083
O -4.746 -0.302 0.095
O -6.205 -1.107 1.354
N 0.643 2.282 4.450
O -0.363 2.823 4.845
O 1.304 2.860 3.660
O 1.004 1.209 4.865
N -0.964 2.615 -3.841
O -0.773 3.720 -4.163
O -0.088 2.043 -3.246
O -1.987 2.041 -4.155
```

Frontier orbital gap ... 6.177 eV
LUMO energy ... -3.05 eV
Net charge ... +2
E ... -4583.13369 Eh
Maximum force ... 7.366 eV/Å

[2]
A structure of composition C71H77Ge2InN4O4S7, computed with ωB97M-V/def2-TZVPD.

Geometry as XYZ:
```
166
Properties=species:S:1:pos:R:3
In 0.868 -3.891 -0.143
O 0.310 -5.507 -4.451
C 0.212 -4.991 -3.335
O 1.141 -4.614 -2.558
C -1.212 -4.760 -2.814
C -2.299 -5.326 -3.470
C -3.566 -5.111 -2.958
C -3.715 -4.310 -1.833
C -2.580 -3.761 -1.262
N -1.355 -4.000 -1.730
H -2.117 -5.912 -4.359
H -4.435 -5.556 -3.431
H -4.689 -4.113 -1.403
H -2.647 -3.086 -0.417
C 3.205 1.761 -6.606
C 1.844 1.883 -5.964
C 0.974 0.802 -5.911
C -0.285 0.902 -5.327
C -1.209 -0.285 -5.322
C -0.672 2.129 -4.768
C 0.174 3.240 -4.846
C -0.226 4.581 -4.284
C 1.427 3.092 -5.430
C -2.039 2.269 -4.177
C -3.059 2.606 -5.065
C -4.370 2.707 -4.639
C -4.665 2.470 -3.309
C -3.662 2.156 -2.394
C -2.317 2.055 -2.815
Ge -0.887 1.367 -1.581
S -0.637 -0.715 -1.689
S -1.219 2.177 0.563
Ge 0.962 2.391 0.525
S 2.234 0.567 0.998
S 1.088 2.596 -1.692
C 1.809 3.832 1.613
C 2.668 4.782 1.038
C 3.354 5.688 1.853
C 3.185 5.695 3.224
C 2.320 4.778 3.793
C 1.646 3.843 3.011
C 0.730 2.915 3.745
C -0.651 3.122 3.727
C -1.289 4.290 3.011
C -1.473 2.235 4.418
C -0.957 1.184 5.156
C -1.860 0.172 5.807
C 0.426 1.063 5.247
C 1.278 1.907 4.554
C 2.771 1.713 4.662
C 2.960 4.977 -0.421
C 4.091 4.402 -0.997
C 4.888 3.332 -0.292
C 4.488 4.823 -2.268
C 3.798 5.803 -2.959
C 4.291 6.323 -4.285
C 2.633 6.314 -2.391
C 2.193 5.903 -1.143
C 0.891 6.414 -0.587
C -4.104 1.917 -0.983
C -4.363 2.989 -0.123
C -4.227 4.426 -0.562
C -4.741 2.724 1.191
C -4.859 1.429 1.667
C -5.162 1.157 3.118
C -4.663 0.378 0.778
C -4.309 0.598 -0.547
C -4.118 -0.572 -1.477
H 3.471 0.717 -6.776
H 3.975 2.209 -5.974
H 3.230 2.273 -7.571
H 1.277 -0.151 -6.338
H -0.820 -1.080 -5.960
H -2.208 -0.012 -5.669
H -1.310 -0.681 -4.306
H -1.297 4.644 -4.101
H 0.056 5.385 -4.968
H 0.285 4.748 -3.332
H 2.097 3.945 -5.460
H -2.807 2.764 -6.108
H -5.155 2.967 -5.339
H -5.688 2.535 -2.955
H 4.022 6.399 1.379
H 3.720 6.406 3.842
H 2.151 4.772 4.864
H -0.568 5.071 2.775
H -2.077 4.722 3.633
H -1.747 3.966 2.074
H -2.551 2.372 4.363
H -2.817 0.615 6.090
H -1.398 -0.259 6.696
H -2.061 -0.647 5.111
H 0.848 0.263 5.849
H 2.998 0.882 5.329
H 3.270 2.605 5.044
H 3.206 1.497 3.683
H 4.374 2.951 0.589
H 5.863 3.711 0.027
H 5.061 2.489 -0.963
H 5.371 4.374 -2.715
H 5.076 5.685 -4.692
H 4.700 7.331 -4.178
H 3.482 6.377 -5.016
H 2.051 7.048 -2.941
H 0.493 7.217 -1.208
H 1.002 6.781 0.435
H 0.155 5.604 -0.563
H -4.063 4.514 -1.635
H -3.377 4.892 -0.058
H -5.127 4.990 -0.303
H -4.909 3.559 1.867
H -5.516 2.057 3.622
H -4.261 0.813 3.633
H -5.920 0.379 3.226
H -4.775 -0.644 1.128
H -4.653 -1.448 -1.106
H -3.054 -0.826 -1.552
H -4.470 -0.347 -2.485
C -2.048 -8.644 4.318
C -1.532 -8.503 2.891
N -1.866 -7.207 2.318
C -3.068 -7.136 1.502
C -2.772 -7.345 0.023
C -1.049 -6.133 2.507
S -1.479 -4.605 1.866
N 0.018 -6.356 3.280
C 1.219 -5.840 3.014
O 1.664 -5.487 1.913
C 2.148 -5.735 4.203
C 3.304 -4.972 4.078
C 4.176 -4.837 5.149
C 3.908 -5.481 6.351
C 2.759 -6.252 6.477
C 1.879 -6.374 5.409
H -1.802 -9.627 4.728
H -3.132 -8.515 4.352
H -1.589 -7.876 4.942
H -1.968 -9.274 2.250
H -0.452 -8.628 2.876
H -3.533 -6.162 1.650
H -3.758 -7.903 1.866
H -2.101 -6.560 -0.331
H -3.690 -7.297 -0.568
H -2.296 -8.314 -0.150
H 3.502 -4.499 3.124
H 5.069 -4.233 5.043
H 4.591 -5.384 7.187
H 2.546 -6.759 7.412
H 0.971 -6.956 5.495
S 4.920 -3.468 -0.567
C 4.209 -2.389 -1.608
N 3.109 -2.573 -2.323
C 2.705 -1.545 -3.270
C 3.318 -0.254 -2.744
S 4.847 -0.769 -1.903
H 2.620 -3.471 -2.349
H 1.617 -1.466 -3.284
H 3.063 -1.800 -4.274
H 2.656 0.219 -2.016
H 3.547 0.455 -3.531
C 2.011 -1.433 2.913
C 1.264 -0.304 2.245
O 0.145 -0.003 2.552
H 2.239 -1.114 3.933
H 2.934 -1.691 2.396
H 1.357 -2.304 2.979
```

Frontier orbital gap ... 6.285 eV
LUMO energy ... 3.57 eV
Net charge ... -2
E ... -10403.46352 Eh
Maximum force ... 0.430 eV/Å